Formula: C37H87N2O17P4S2
Source: OMol25
Level of theory: ωB97M-V/def2-TZVPD

Each atom is followed by the atoms it is bonded to, with distances in Å.
Geometry (Å):
1 C 5.23531 -2.75786 4.33015  C2 1.524, H31 1.091, H32 1.091, H33 1.092
2 C 3.72755 -2.72733 4.55081  C1 1.524, C3 1.533, H34 1.094, H35 1.095
3 C 3.08445 -1.42634 4.05580  C2 1.533, C4 1.533, H36 1.094, H37 1.096
4 C 2.89198 -1.44627 2.53477  C3 1.533, C5 1.538, H38 1.092, H39 1.094
5 C 1.58074 -2.11192 2.08430  C4 1.538, C6 1.525, H40 1.097, H41 1.093
6 C 0.66328 -1.13937 1.34984  C5 1.525, C7 1.532, H42 1.090, H43 1.097
7 C -0.61945 -1.78542 0.81768  C6 1.532, C8 1.521, H44 1.096, H45 1.092
8 C -1.83442 -0.86971 0.81170  C7 1.521, N9 1.472, H46 1.105, H47 1.088
9 N -1.72362 0.28507 -0.09486  C8 1.472, C10 1.486, C18 1.402
10 C -1.13956 1.52584 0.47703  N9 1.486, C11 1.522, H48 1.093, H49 1.095
11 C 0.15712 1.95464 -0.19563  C10 1.522, C12 1.532, H50 1.091, H51 1.089
12 C 0.82647 3.09677 0.57584  C11 1.532, C13 1.526, H52 1.098, H53 1.091
13 C 1.80059 2.57092 1.62665  C12 1.526, C14 1.523, H54 1.096, H55 1.097
14 C 2.32909 3.63080 2.58482  C13 1.523, C15 1.538, H56 1.093, H57 1.095
15 C 3.49656 3.10253 3.43601  C14 1.538, C16 1.534, H58 1.092, H59 1.096
16 C 4.87259 3.59632 2.97293  C15 1.534, C17 1.526, H60 1.093, H61 1.094
17 C 5.99256 2.60783 3.28527  C16 1.526, H62 1.092, H63 1.093, H64 1.090
18 C -2.87549 0.53423 -0.85494  N9 1.402, S19 1.602, S20 1.840
19 S -2.87307 0.93454 -2.40622  C18 1.602
20 S -4.51089 0.38658 -0.02425  C18 1.840, C21 1.821
21 C -4.44228 1.65640 1.27854  S20 1.821, C22 1.545, H65 1.088, H66 1.092
22 C -5.66336 1.41953 2.19482  C21 1.545, C23 1.526, H67 1.094, H68 1.089
23 C -5.29169 0.63101 3.44691  C22 1.526, N24 1.502, H69 1.090, H70 1.090
24 N -4.83569 -0.75863 3.10371  C23 1.502, C25 1.492, C30 1.494, H71 1.039
25 C -3.89772 -1.30647 4.12667  N24 1.492, C26 1.543, H72 1.088, H73 1.092
26 C -3.63850 -2.80602 3.87445  C25 1.543, O27 1.409, H74 1.094, H75 1.089
27 O -4.05932 -3.22009 2.59458  C26 1.409, C28 1.426
28 C -5.41255 -2.96067 2.22742  O27 1.426, C29 1.528, C30 1.526, H76 1.093
29 C -6.32003 -4.17909 2.38874  C28 1.528, H77 1.091, H78 1.089, H79 1.089
30 C -5.95445 -1.73898 2.96365  N24 1.494, C28 1.526, H80 1.089, H81 1.091
31 H 5.66498 -3.70119 4.67044  C1 1.091
32 H 5.48300 -2.65507 3.27243  C1 1.091
33 H 5.73578 -1.94729 4.86436  C1 1.092
34 H 3.51200 -2.85525 5.61539  C2 1.094
35 H 3.27532 -3.57239 4.02053  C2 1.095
36 H 3.72991 -0.58766 4.33418  C3 1.094
37 H 2.12235 -1.27906 4.55932  C3 1.096
38 H 3.71747 -2.02303 2.11304  C4 1.092
39 H 2.96578 -0.43448 2.12525  C4 1.094
40 H 1.04558 -2.54338 2.93899  C5 1.097
41 H 1.81373 -2.93238 1.40027  C5 1.093
42 H 1.22589 -0.73015 0.51028  C6 1.090
43 H 0.40832 -0.31502 2.02694  C6 1.097
44 H -0.86875 -2.66605 1.41999  C7 1.096
45 H -0.45789 -2.13706 -0.20356  C7 1.092
46 H -2.01537 -0.52035 1.84392  C8 1.105
47 H -2.70690 -1.44980 0.51825  C8 1.088
48 H -1.84630 2.35419 0.37696  C10 1.093
49 H -0.97070 1.35099 1.54441  C10 1.095
50 H -0.06402 2.24238 -1.22499  C11 1.091
51 H 0.83337 1.10124 -0.23001  C11 1.089
52 H 0.06185 3.70636 1.07560  C12 1.098
53 H 1.34439 3.76252 -0.11684  C12 1.091
54 H 2.64751 2.09604 1.11826  C13 1.096
55 H 1.31320 1.77682 2.20584  C13 1.097
56 H 1.51858 3.99220 3.22371  C14 1.093
57 H 2.66862 4.48871 1.99522  C14 1.095
58 H 3.35050 3.38670 4.48035  C15 1.092
59 H 3.49570 2.00685 3.40213  C15 1.096
60 H 5.09404 4.54807 3.46257  C16 1.093
61 H 4.84240 3.79557 1.89750  C16 1.094
62 H 6.01061 1.79001 2.56180  C17 1.092
63 H 5.84635 2.15241 4.26796  C17 1.093
64 H 6.97339 3.08238 3.28006  C17 1.090
65 H -4.43297 2.65503 0.84733  C21 1.088
66 H -3.51860 1.54102 1.85043  C21 1.092
67 H -6.42680 0.86094 1.64493  C22 1.094
68 H -6.11500 2.36443 2.49198  C22 1.089
69 H -6.13017 0.52861 4.13610  C23 1.090
70 H -4.47436 1.11516 3.98130  C23 1.090
71 H -4.36501 -0.73045 2.17745  N24 1.039
72 H -2.99328 -0.70142 4.12894  C25 1.088
73 H -4.39328 -1.16284 5.08854  C25 1.092
74 H -4.09513 -3.40811 4.66618  C26 1.094
75 H -2.56679 -2.99453 3.90337  C26 1.089
76 H -5.35974 -2.68416 1.17142  C28 1.093
77 H -7.02882 -4.07098 3.21138  C29 1.091
78 H -6.90117 -4.35302 1.48483  C29 1.089
79 H -5.70455 -5.05923 2.56614  C29 1.089
80 H -6.75192 -1.29473 2.37063  C30 1.089
81 H -6.31608 -1.94655 3.97148  C30 1.091
82 C -8.95108 0.98750 -8.18317  O83 1.439, H90 1.087, H91 1.088, H92 1.088
83 O -8.21754 0.80099 -6.95877  C82 1.439, P84 1.582
84 P -6.83334 1.53618 -6.74504  O83 1.582, O85 1.462, O86 1.590, O88 1.573
85 O -6.62446 2.70230 -7.60136  P84 1.462
86 O -5.71594 0.41409 -6.88965  P84 1.590, C87 1.430
87 C -5.94275 -0.79981 -7.61071  O86 1.430, H93 1.090, H94 1.089, H95 1.086
88 O -6.88089 1.81466 -5.19757  P84 1.573, C89 1.427
89 C -5.79500 1.65761 -4.28511  O88 1.427, H96 1.088, H97 1.088, H98 1.089
90 H -9.42862 0.03823 -8.41135  C82 1.087
91 H -9.70495 1.75705 -8.03288  C82 1.088
92 H -8.29326 1.28741 -8.99662  C82 1.088
93 H -6.28193 -0.59286 -8.62609  C87 1.090
94 H -6.67708 -1.41893 -7.09740  C87 1.089
95 H -4.98646 -1.31322 -7.65388  C87 1.086
96 H -5.00726 1.03269 -4.69947  C89 1.088
97 H -6.18821 1.19239 -3.38360  C89 1.088
98 H -5.39719 2.64196 -4.04254  C89 1.089
99 C 5.65758 -3.70376 -1.89687  O100 1.437, H107 1.087, H108 1.088, H109 1.088
100 O 5.48707 -5.03541 -1.38491  C99 1.437, P101 1.582
101 P 4.83983 -5.26430 0.04043  O100 1.582, O102 1.464, O103 1.586, O105 1.571
102 O 4.03127 -4.14314 0.52388  P101 1.464
103 O 6.03014 -5.65083 1.01443  P101 1.586, C104 1.432
104 C 7.39223 -5.28929 0.75975  O103 1.432, H110 1.090, H111 1.089, H112 1.086
105 O 4.08627 -6.62364 -0.19074  P101 1.571, C106 1.431
106 C 4.05755 -7.72595 0.72204  O105 1.431, H113 1.087, H114 1.087, H115 1.088
107 H 6.58599 -3.70010 -2.46204  C99 1.087
108 H 4.82316 -3.46406 -2.55276  C99 1.088
109 H 5.70096 -2.97202 -1.09225  C99 1.088
110 H 7.48680 -4.21364 0.60934  C104 1.090
111 H 7.77094 -5.82230 -0.11101  C104 1.089
112 H 7.95254 -5.57144 1.64610  C104 1.086
113 H 4.84688 -7.63876 1.46482  C106 1.087
114 H 4.19852 -8.63278 0.13960  C106 1.087
115 H 3.08530 -7.75057 1.21070  C106 1.088
116 C 11.77066 -3.25281 3.80045  O117 1.436, H124 1.087, H125 1.088, H126 1.088
117 O 11.08420 -3.44746 5.04716  C116 1.436, P118 1.584
118 P 9.69856 -2.72724 5.31198  O117 1.584, O119 1.463, O120 1.590, O122 1.573
119 O 8.98858 -2.31071 4.10286  P118 1.463
120 O 10.01453 -1.54205 6.32343  P118 1.590, C121 1.430
121 C 11.32359 -0.98498 6.46831  O120 1.430, H127 1.090, H128 1.089, H129 1.086
122 O 8.97623 -3.79828 6.20922  P118 1.573, C123 1.430
123 C 8.21562 -3.52263 7.38868  O122 1.430, H130 1.088, H131 1.087, H132 1.089
124 H 12.83446 -3.24411 4.02386  C116 1.087
125 H 11.53961 -4.07992 3.13225  C116 1.088
126 H 11.47408 -2.31939 3.32562  C116 1.088
127 H 11.71603 -0.65554 5.50578  C121 1.090
128 H 12.00194 -1.71130 6.91324  C121 1.089
129 H 11.21897 -0.12453 7.12290  C121 1.086
130 H 8.42720 -2.52505 7.76665  C123 1.088
131 H 8.49126 -4.26435 8.13420  C123 1.087
132 H 7.15699 -3.61471 7.15134  C123 1.089
133 C -7.77163 9.61922 -11.30625  O134 1.435, H141 1.088, H142 1.088, H143 1.088
134 O -7.33639 8.26563 -11.11169  C133 1.435, P135 1.588
135 P -7.31336 7.64528 -9.65035  O134 1.588, O136 1.462, O137 1.595, O139 1.566
136 O -8.15950 8.34809 -8.68682  P135 1.462
137 O -5.77406 7.59485 -9.23740  P135 1.595, C138 1.426
138 C -4.79534 8.43134 -9.85057  O137 1.426, H144 1.091, H145 1.089, H146 1.087
139 O -7.66685 6.15100 -9.95719  P135 1.566, C140 1.439
140 C -7.04614 4.99774 -9.36094  O139 1.439, H147 1.086, H148 1.087, H149 1.085
141 H -7.16458 10.03536 -12.10691  C133 1.088
142 H -8.82007 9.62082 -11.59771  C133 1.088
143 H -7.65785 10.20767 -10.39767  C133 1.088
144 H -5.07932 9.48263 -9.78427  C138 1.091
145 H -4.65296 8.15713 -10.89524  C138 1.089
146 H -3.87134 8.27881 -9.29918  C138 1.087
147 H -6.11062 5.26012 -8.87542  C140 1.086
148 H -6.85757 4.28710 -10.16115  C140 1.087
149 H -7.72517 4.56418 -8.63460  C140 1.085

Summary:
* net charge: +1
* E_HOMO: -10.9 eV
* LUMO level: -2.8 eV
* electronic energy: -5012.45822 hartree